Entry 1:
Molecular formula: C4H10F4Li2N2O10S4
Method: DFT, ωB97M-V/def2-TZVPD

Its highest occupied orbital energy (alpha / beta) is -0.084 / -0.240 Ha. The HOMO-LUMO gap (alpha / beta) comes out at 3.767 / 8.165 eV. For the energy above the lowest of the compared OMol25 structures with the same formula, charge and spin, the calculation gives 50.3 kJ/mol. The spin multiplicity is 2. For the lowest unoccupied orbital energy (alpha / beta), the calculation gives 1.49 / 1.63 eV. As for the net charge: -1.

Structure (XYZ):
```
36
Properties=species:S:1:pos:R:3:nbo_charge:R:1
Li -0.2036 -0.4704 0.1411 0.84
Li -1.8708 -2.2755 0.0404 0.93
N 0.2625 -2.3355 0.0731 -1.23
S 1.5762 -2.8599 -0.8838 2.34
O 1.6386 -4.2219 -1.3744 -0.84
O 2.8460 -2.1845 -0.7048 -0.87
F 1.0238 -2.0974 -2.1769 -0.49
S 0.7102 -3.3117 1.1667 2.37
O 2.0013 -3.0641 1.7947 -0.86
O 0.2371 -4.7098 1.1455 -0.88
F -0.3961 -2.6774 2.1494 -0.52
N -2.1594 -0.4643 -0.2501 -1.42
S -2.8350 0.1925 -1.7139 2.13
O -2.3360 1.4602 -2.2684 -0.95
O -4.1964 -0.2661 -2.0540 -0.93
F -1.9063 -0.7701 -2.6723 -0.56
S -3.1389 0.4501 0.5181 2.35
O -4.5569 0.0936 0.5321 -0.94
O -2.8073 1.8680 0.5672 -0.96
F -2.7352 0.0374 2.0223 -0.54
C 0.0255 2.5876 1.9952 -0.25
O 0.1325 1.1986 1.6737 -0.55
C 1.5028 0.8935 1.3783 -0.13
C 1.9720 1.4493 0.0333 -0.11
O 1.0659 0.9409 -0.9637 -0.58
C 1.2594 1.6726 -2.2241 -0.25
H -0.9489 2.7890 2.4403 0.22
H 0.1061 3.1813 1.0846 0.18
H 0.7506 2.8555 2.7637 0.16
H 1.7128 -0.1757 1.3502 0.20
H 2.0924 1.1389 2.2616 0.20
H 2.9274 0.9615 -0.1605 0.19
H 2.2838 2.4921 -0.0256 0.19
H 0.4591 1.3883 -2.9074 0.23
H 2.2128 1.4888 -2.7194 0.17
H 1.2917 2.7451 -2.0322 0.17
```



Entry 2:
Molecular formula: C4H10FFeNO3S
Method: DFT, ωB97M-V/def2-TZVPD

Its highest occupied orbital energy (alpha / beta) is -0.743 / -0.743 Ha. The HOMO-LUMO gap (alpha / beta) comes out at 5.346 / 4.139 eV. The spin multiplicity is 6. For the lowest unoccupied orbital energy (alpha / beta), the calculation gives -14.88 / -16.07 eV. As for the net charge: +3.

Structure (XYZ):
```
21
Properties=species:S:1:pos:R:3:nbo_charge:R:1
C 4.0533 -0.0032 0.2565 -0.35
O 2.7912 -0.7346 0.4992 -0.06
C 1.7028 -0.2403 -0.3736 -0.14
C 0.5355 0.3463 0.6661 -0.28
N -0.7145 0.5976 -0.1481 -0.05
F -1.1180 1.8600 0.1988 -0.21
C -1.7846 -0.4296 0.1864 -0.45
S -3.4369 0.3813 -0.3257 1.72
O -3.1659 0.9310 -1.7798 -0.75
O -4.6298 -0.6049 -0.2690 -1.08
H 3.9181 1.1313 0.0025 0.28
H 4.5823 -0.5689 -0.6505 0.34
H 4.7229 -0.1598 1.2290 0.31
H 2.0096 0.6435 -1.0783 0.26
H 1.3301 -1.1463 -1.0183 0.28
H 0.3637 -0.4271 1.5296 0.24
H 0.9396 1.3816 1.0553 0.30
H -1.7835 -0.7525 1.3211 0.27
H -1.5555 -1.3886 -0.4860 0.28
H -3.6307 1.4558 0.6004 0.22
Fe -5.1298 -2.2727 -1.4155 1.87
```



Entry 3:
Molecular formula: C4H10FP
Method: DFT, ωB97M-V/def2-TZVPD

Its highest occupied orbital energy is -0.359 Ha. The HOMO-LUMO gap comes out at 10.632 eV. For the energy above the lowest of the compared OMol25 structures with the same formula, charge and spin, the calculation gives 158.7 kJ/mol. The spin multiplicity is 1. For the lowest unoccupied orbital energy, the calculation gives 0.87 eV. As for the SMILES: C=C(C)F.CP.

Structure (XYZ):
```
16
Properties=species:S:1:pos:R:3:nbo_charge:R:1
C -1.2732 -0.9175 0.5225 -0.49
C -2.0922 -0.0150 0.0607 0.43
C -1.8272 1.4377 0.1320 -0.69
F -3.0366 -0.4465 -0.8849 -0.36
H -0.4593 -0.5280 0.9592 0.20
H -1.4813 -1.9095 0.5262 0.21
H -2.1447 1.8661 -0.8811 0.23
H -0.8354 1.7034 0.4340 0.24
H -2.3969 1.8729 0.9098 0.23
C 2.2805 -1.1456 -0.2919 -0.88
P 2.7501 0.6601 -0.3377 0.31
H 1.9997 -1.2936 -1.2991 0.22
H 1.4638 -1.4729 0.2409 0.22
H 3.2519 -1.7548 -0.0146 0.22
H 1.6063 0.9128 -0.9962 -0.05
H 2.1944 1.0303 0.9202 -0.04
```



Entry 4:
Molecular formula: C4H10FP
Method: DFT, ωB97M-V/def2-TZVPD

Its highest occupied orbital energy is -0.353 Ha. The HOMO-LUMO gap comes out at 10.502 eV. For the energy above the lowest of the compared OMol25 structures with the same formula, charge and spin, the calculation gives 57.4 kJ/mol. The spin multiplicity is 1. For the lowest unoccupied orbital energy, the calculation gives 0.90 eV. As for the SMILES: CPC(C)(C)F.

Structure (XYZ):
```
16
Properties=species:S:1:pos:R:3:nbo_charge:R:1
C 1.6424 -0.2869 0.0118 -0.97
P 0.3696 -1.5527 -0.4163 0.58
C -1.1255 -0.5169 0.0187 0.12
C -1.2996 0.4623 -1.1494 -0.65
C -1.2450 0.0630 1.4216 -0.68
F -2.2165 -1.4353 -0.1308 -0.41
H 2.1299 -0.8622 0.7813 0.24
H 1.2407 0.4169 0.7332 0.23
H 2.3883 0.1382 -0.7184 0.24
H 0.3989 -2.0175 0.9742 -0.06
H -1.6476 1.3041 -0.6195 0.21
H -0.3642 0.7151 -1.6017 0.21
H -1.9526 0.0651 -1.9054 0.24
H -0.2952 -0.0365 2.0244 0.22
H -1.8521 -0.6367 1.9952 0.25
H -1.7362 1.0721 1.4638 0.22
```



Entry 5:
Molecular formula: C4H10I2Si
Method: DFT, ωB97M-V/def2-TZVPD

Its highest occupied orbital energy (alpha / beta) is -0.351 / -0.308 Ha. The HOMO-LUMO gap (alpha / beta) comes out at 8.415 / 5.689 eV. For the energy above the lowest of the compared OMol25 structures with the same formula, charge and spin, the calculation gives 460.5 kJ/mol. The spin multiplicity is 1. For the lowest unoccupied orbital energy (alpha / beta), the calculation gives -1.13 / -2.70 eV.

Structure (XYZ):
```
17
Properties=species:S:1:pos:R:3:nbo_charge:R:1
C -1.5038 1.1933 0.7375 -1.07
C -0.0088 0.2856 -1.7036 -1.10
C -0.4344 -1.9443 0.4764 -1.09
C 1.4382 0.7140 0.7848 -0.80
Si -0.1748 -0.0981 0.1515 1.56
I 3.5166 -1.6021 -0.6122 -0.15
I 2.2303 2.5403 0.2788 0.28
H -1.1747 2.1471 0.7566 0.23
H -2.4051 1.1594 0.2281 0.23
H -1.9121 1.1517 1.8194 0.23
H 0.9865 0.4516 -2.0248 0.24
H -0.4018 -0.5346 -2.3779 0.24
H -0.5426 1.1568 -1.9484 0.23
H -1.4329 -2.1052 0.4364 0.23
H 0.1267 -2.5443 -0.3378 0.26
H -0.1132 -2.3319 1.4782 0.25
H 1.8059 0.3606 1.8571 0.22
```



Entry 6:
Molecular formula: C4H10N
Method: DFT, ωB97M-V/def2-TZVPD

Its highest occupied orbital energy is -0.554 Ha. The HOMO-LUMO gap comes out at 11.354 eV. For the energy above the lowest of the compared OMol25 structures with the same formula, charge and spin, the calculation gives 250.8 kJ/mol. The spin multiplicity is 1. For the lowest unoccupied orbital energy, the calculation gives -3.71 eV. As for the net charge: +1. As for the SMILES: C[C@H]1C[C@@H]1[NH3+].

Structure (XYZ):
```
15
Properties=species:S:1:pos:R:3:nbo_charge:R:1
C -1.8996 0.4903 -0.1269 -0.65
C -0.5501 0.0568 0.3655 -0.20
C 0.1015 -1.2510 0.0746 -0.43
C 0.6643 0.0115 -0.5151 -0.11
N 1.9739 0.4762 0.0692 -0.67
H -2.0375 0.3005 -1.1410 0.23
H -2.1932 1.5353 0.2265 0.25
H -2.7960 -0.0105 0.1694 0.25
H -0.2010 0.3424 1.4720 0.21
H 0.5750 -1.8604 0.7731 0.24
H -0.5148 -2.0373 -0.5541 0.26
H 0.4678 0.2580 -1.5197 0.25
H 2.5988 0.2149 -0.6823 0.48
H 2.0031 0.0864 1.0137 0.45
H 1.8076 1.3872 0.3753 0.45
```



Entry 7:
Molecular formula: C4H10N
Method: DFT, ωB97M-V/def2-TZVPD

Its highest occupied orbital energy is -0.590 Ha. The HOMO-LUMO gap comes out at 11.475 eV. For the energy above the lowest of the compared OMol25 structures with the same formula, charge and spin, the calculation gives 381.6 kJ/mol. The spin multiplicity is 1. For the lowest unoccupied orbital energy, the calculation gives -4.58 eV. As for the net charge: +1.

Structure (XYZ):
```
15
Properties=species:S:1:pos:R:3:nbo_charge:R:1
C 0.4458 -0.6069 -0.2267 0.22
C 0.9011 -1.3970 -2.0281 -0.43
C -0.0400 0.4891 1.9569 -0.40
C -1.0663 1.2299 -0.1026 -0.41
N -0.2185 0.2819 0.5293 -0.27
H 1.6580 -0.7833 -2.3793 0.23
H 1.1793 -1.2025 0.2585 0.18
H 1.0672 -2.4097 -1.6924 0.23
H -0.1258 -1.3709 -2.5884 0.25
H 0.6985 -0.1251 2.4117 0.24
H 0.1149 1.5185 2.1006 0.23
H -0.8928 0.2147 2.3890 0.23
H -2.1996 0.9248 0.2902 0.23
H -0.9265 2.2234 0.2076 0.24
H -0.9330 0.9927 -1.1634 0.24
```



Entry 8:
Molecular formula: C4H10N
Method: DFT, ωB97M-V/def2-TZVPD

Its highest occupied orbital energy is -0.567 Ha. The HOMO-LUMO gap comes out at 9.910 eV. For the energy above the lowest of the compared OMol25 structures with the same formula, charge and spin, the calculation gives 172.9 kJ/mol. The spin multiplicity is 1. For the lowest unoccupied orbital energy, the calculation gives -5.51 eV. As for the net charge: +1.

Structure (XYZ):
```
15
Properties=species:S:1:pos:R:3:nbo_charge:R:1
C -1.5650 -0.4452 2.9264 -0.87
H -2.3593 -0.2688 3.6461 0.26
H -0.7965 -1.0510 3.4073 0.22
H -1.1495 0.5195 2.6307 0.20
H -1.9785 -0.9872 2.0754 0.20
C 0.7563 0.3276 -1.6551 -0.08
C -0.1680 0.5090 -2.5799 -0.28
C 1.1682 -0.2174 0.6515 0.12
N 0.3699 0.0005 -0.3172 -0.40
H 1.8267 0.3974 -1.7829 0.24
H -1.2238 0.4163 -2.3585 0.22
H 0.1306 0.7463 -3.5903 0.25
H 0.7647 -0.4651 1.6250 0.25
H 2.2343 -0.1359 0.4777 0.23
H -0.6304 -0.0837 -0.1421 0.45
```



Entry 9:
Molecular formula: C4H10N2
Method: DFT, ωB97M-V/def2-TZVPD

Its highest occupied orbital energy (alpha / beta) is -0.037 / -0.036 Ha. The HOMO-LUMO gap (alpha / beta) comes out at 5.122 / 4.084 eV. For the energy above the lowest of the compared OMol25 structures with the same formula, charge and spin, the calculation gives 225.4 kJ/mol. The spin multiplicity is 2. For the lowest unoccupied orbital energy (alpha / beta), the calculation gives 4.11 / 3.11 eV. As for the net charge: -1.

Structure (XYZ):
```
16
Properties=species:S:1:pos:R:3:nbo_charge:R:1
C 1.6357 -0.5372 0.6619 -0.31
C 0.4995 -0.5510 -0.3505 -0.45
C -0.2967 0.6624 -0.2216 -0.40
C -1.7173 0.4851 -0.5745 -0.20
N -2.1814 -0.8118 -0.2725 -1.17
N 2.2803 0.7356 0.7086 -0.45
H 1.0539 -0.7725 1.5839 0.20
H 2.2501 -1.4473 0.4186 0.19
H -0.2163 -1.3453 -0.1218 0.28
H 0.9396 -0.7195 -1.3037 0.16
H -0.3267 0.8289 0.8657 0.16
H 0.1332 1.5972 -0.5922 0.19
H -2.2420 1.2109 0.0753 0.10
H -1.8166 0.8398 -1.6087 0.10
H 2.9536 1.0322 1.4720 0.30
H -2.9489 -1.2076 -0.7405 0.30
```



Entry 10:
Molecular formula: C4H10N2
Method: DFT, ωB97M-V/def2-TZVPD

Its highest occupied orbital energy (alpha / beta) is -0.016 / -0.063 Ha. The HOMO-LUMO gap (alpha / beta) comes out at 4.409 / 5.675 eV. For the energy above the lowest of the compared OMol25 structures with the same formula, charge and spin, the calculation gives 87.9 kJ/mol. The spin multiplicity is 2. For the lowest unoccupied orbital energy (alpha / beta), the calculation gives 3.97 / 3.96 eV. As for the net charge: -1.

Structure (XYZ):
```
16
Properties=species:S:1:pos:R:3:nbo_charge:R:1
C -1.1089 2.4581 -0.1454 -0.61
C -0.2159 1.4644 -0.8964 -0.41
C 0.4605 0.4852 0.0644 -0.22
N -0.4212 -0.6267 0.4119 -0.73
C 0.2745 -1.8343 0.8239 0.05
N 1.2097 -2.4354 0.0402 -1.08
H -1.9949 2.8198 -0.6812 0.19
H -0.5828 3.3628 0.1687 0.18
H -1.4898 2.0584 0.7980 0.21
H -0.7897 0.9018 -1.6289 0.19
H 0.5846 2.0824 -1.3053 0.19
H 0.7468 1.0029 0.9876 0.16
H 1.3555 0.0347 -0.3951 0.20
H -1.0722 -0.8168 -0.3413 0.32
H 0.1335 -2.0925 1.8688 0.09
H 0.8159 -3.1111 -0.6267 0.29
```